Entry 1:
Density functional theory data (ωB97M-V with the def2-TZVPD basis set) for a cluster of 15 separate species, C36H75N10O5 in total at a distorted geometry.

Each line ends with the Löwdin charge.
Atoms and positions in Å:
C (1.74979, -1.18152, 2.66825)  -0.06
C (0.86579, -0.30652, 1.77025)  -0.22
C (0.81579, -0.64452, 0.31525)  -0.14
N (0.15579, 0.26448, -0.67775)  -0.20
C (1.06479, 1.55048, -0.70475)  0.03
C (-1.23521, 0.51248, -0.18275)  -0.12
C (-2.05221, 0.99448, -1.44375)  -0.10
C (-1.24121, 0.29448, -2.61275)  -0.18
C (-0.01621, -0.19352, -2.03175)  -0.15
H (2.74779, -0.82952, 2.39925)  0.06
H (1.60079, -2.00452, 2.42225)  -0.06
H (1.57879, -0.93952, 3.74025)  0.08
H (1.21979, 0.87548, 2.03425)  0.16
H (-0.12421, -0.26052, 2.15125)  0.05
H (0.40279, -1.62752, 0.18625)  0.13
H (1.84279, -0.85152, 0.01725)  0.13
H (1.10879, 2.29848, 0.17925)  0.09
H (0.58779, 2.23948, -1.41975)  0.07
H (1.99879, 1.29548, -1.11175)  0.07
H (-1.14321, 1.31048, 0.50825)  0.09
H (-1.74621, -0.36452, 0.25825)  0.13
H (-1.96921, 2.21148, -1.64975)  0.15
H (-3.15121, 0.47448, -1.30575)  0.13
H (-1.29621, 1.01648, -3.46275)  0.10
H (-1.90821, -0.33552, -3.14475)  0.07
H (0.73779, -0.19552, -2.61475)  0.08
H (-0.25221, -1.31552, -1.95375)  0.16
C (2.06479, 4.23348, 2.66525)  -0.06
C (2.72279, 3.05848, 3.39125)  -0.29
N (3.17479, 2.14348, 3.88325)  0.15
H (2.83879, 4.89048, 2.77525)  0.02
H (2.14279, 4.02748, 1.47225)  0.09
H (1.24779, 4.73148, 3.28525)  0.10
C (5.33279, 0.52648, -1.27275)  -0.04
C (4.71779, 0.59148, 0.05225)  -0.24
N (4.22679, 0.71648, 1.10925)  0.17
H (4.58679, 0.35548, -2.01775)  0.07
H (5.80679, 1.46148, -1.51175)  0.09
H (5.91179, -0.34252, -1.24375)  0.06
C (-1.51521, 3.98348, -4.66375)  0.00
C (-0.04521, 4.12048, -4.15175)  -0.25
N (0.99179, 4.19548, -3.79075)  0.14
H (-1.71221, 3.88148, -3.72075)  -0.02
H (-1.87221, 4.74048, -5.14375)  0.00
H (-1.80221, 2.98848, -5.25675)  0.12
C (2.30079, -3.85052, 4.71725)  -0.09
C (3.28779, -4.02152, 3.67825)  -0.30
N (4.06779, -4.03152, 2.86825)  0.16
H (2.42779, -4.60752, 5.60925)  0.13
H (2.36379, -2.91052, 5.15125)  0.03
H (1.18579, -3.70752, 4.36625)  0.12
C (0.08679, 1.50848, 5.38725)  -0.11
C (-0.44121, 0.12348, 5.01125)  -0.35
N (-0.84421, -0.87152, 4.74625)  0.14
H (-0.58621, 2.13648, 6.08425)  0.08
H (1.19279, 1.48548, 6.07425)  0.15
H (0.48779, 2.10248, 4.41425)  0.07
C (-1.73021, 5.93948, 1.48125)  -0.02
C (-0.75521, 5.12748, 0.53625)  -0.21
N (-0.16021, 4.44548, -0.17675)  0.15
H (-1.87921, 5.08548, 2.10825)  0.05
H (-1.20421, 6.75048, 2.10025)  0.11
H (-2.60221, 6.27848, 0.92425)  0.07
C (2.55279, 6.41748, -0.97975)  -0.03
C (3.03579, 4.97248, -0.86475)  -0.28
N (3.36679, 3.97448, -0.70675)  0.16
H (1.60979, 6.52248, -0.48875)  0.04
H (3.16679, 7.00348, -0.38075)  0.05
H (2.51279, 6.90148, -1.95775)  0.09
C (-4.80121, 1.18648, 2.01725)  -0.03
C (-3.38221, 1.31948, 2.58225)  -0.20
N (-2.27321, 1.43748, 2.92825)  0.15
H (-5.32621, 2.03748, 2.20525)  0.03
H (-4.77821, 0.82448, 0.87025)  0.11
H (-5.24521, 0.24648, 2.32425)  0.07
C (-3.82121, -1.05452, -5.74875)  -0.08
C (-3.83221, 0.27948, -4.98175)  -0.25
N (-3.85721, 1.27848, -4.39875)  0.15
H (-4.17921, -1.88352, -5.14275)  0.03
H (-4.60321, -1.03752, -6.67175)  0.12
H (-2.79521, -1.21152, -6.45175)  0.15
C (-3.74221, -2.83252, 1.82525)  -0.07
C (-4.51221, -2.82152, 0.57825)  -0.35
O (-4.03721, -1.88652, -0.42375)  -0.21
H (-3.40021, -1.89652, 2.00725)  0.01
H (-2.74621, -3.33752, 1.39225)  0.13
H (-4.13621, -3.21952, 2.75125)  0.09
H (-5.52721, -2.51552, 0.75225)  0.10
H (-4.48721, -3.84252, 0.13725)  0.12
H (-4.62821, -2.18252, -1.35775)  0.12
C (-6.26721, -0.08452, -2.09575)  -0.06
C (-6.56221, -1.42152, -2.94575)  -0.23
O (-5.48621, -2.33252, -2.62975)  -0.10
H (-7.14421, 0.59448, -2.21375)  0.07
H (-5.37521, 0.37848, -2.62975)  0.05
H (-6.36621, -0.26252, -0.92375)  0.11
H (-6.94521, -1.32452, -3.86575)  0.07
H (-7.42021, -1.87252, -2.51975)  0.10
H (-5.63821, -3.02652, -3.26375)  0.10
C (-0.99721, -4.57352, -2.83875)  -0.04
C (-2.11621, -3.91352, -2.08675)  -0.32
O (-1.61321, -3.26752, -0.98175)  -0.02
H (-0.41921, -3.75152, -3.19375)  0.06
H (-1.19021, -5.23552, -3.56175)  0.04
H (-0.42621, -5.10652, -2.10775)  0.09
H (-2.82821, -4.58752, -1.83575)  0.07
H (-2.81421, -3.09752, -2.71975)  0.15
H (-2.03521, -2.66152, -0.58275)  -0.08
C (6.05979, -0.91252, 3.78825)  -0.08
C (7.18179, -1.14752, 2.80525)  -0.35
O (8.37179, -1.81452, 3.22825)  -0.11
H (5.75079, -1.80552, 4.20025)  0.03
H (5.27979, -0.38452, 3.19725)  0.06
H (6.36879, -0.36652, 4.64725)  0.07
H (7.41979, -0.11952, 2.54725)  0.10
H (6.71779, -1.58452, 1.98525)  0.07
H (8.82779, -2.21852, 2.36025)  0.15
C (4.28479, -3.42152, -0.70475)  -0.02
C (3.01579, -3.59652, -1.64975)  -0.34
O (2.94779, -2.55052, -2.54875)  -0.15
H (4.52879, -4.18652, -0.32575)  -0.07
H (4.08879, -2.61352, 0.08025)  0.09
H (5.16579, -3.08352, -1.33875)  0.10
H (2.16779, -3.47852, -1.05175)  0.06
H (2.82279, -4.68852, -2.03675)  0.14
H (2.15079, -2.73452, -3.27775)  0.17

Values from the calculation:
total energy	-63661.299	eV
energy above the lowest of the compared OMol25 structures with the same formula, charge and spin	92.91	kcal per mole
net charge	+1

=====

Entry 2:
Density functional theory data (ωB97M-V with the def2-TZVPD basis set) for a structure of composition C36H76CaN6O6P2SbSi3 at a distorted geometry.

Each line ends with the Löwdin charge.
Atoms and positions in Å:
Ca (-0.26246, 0.20346, 0.36220)  1.37
C (1.67393, 3.04820, 0.49726)  -0.08
O (1.50933, 1.80379, -0.15864)  -0.30
C (1.38704, 1.92302, -1.57637)  -0.17
C (1.62290, 0.56426, -2.17901)  -0.17
O (0.58131, -0.30026, -1.74506)  -0.29
C (0.73128, -1.62309, -2.23967)  -0.16
C (1.71331, -2.37593, -1.37185)  -0.19
O (1.11880, -2.51820, -0.10016)  -0.21
C (1.92313, -3.27255, 0.77781)  -0.09
H (0.79628, 3.67959, 0.38603)  0.06
H (2.55592, 3.56059, 0.09846)  0.10
H (1.83255, 2.82720, 1.55079)  0.09
H (2.14289, 2.62032, -1.96323)  0.15
H (0.38871, 2.28999, -1.84055)  0.11
H (2.58741, 0.16623, -1.84735)  0.12
H (1.60415, 0.64218, -3.27474)  0.15
H (1.04835, -1.60307, -3.28616)  0.14
H (-0.25987, -2.06837, -2.17243)  0.10
H (2.66021, -1.83014, -1.26602)  0.10
H (1.92297, -3.35937, -1.82120)  0.14
H (2.23275, -4.21252, 0.30648)  0.10
H (1.31792, -3.50394, 1.64907)  0.07
H (2.80723, -2.70221, 1.08423)  0.06
C (-5.04653, 1.96627, -1.62526)  -0.32
Sb (-3.08822, 1.18569, -2.08528)  1.44
C (-2.23766, 1.66835, -0.10406)  -0.59
C (-2.94566, 1.01479, 1.02539)  -0.45
C (-4.18504, 1.43053, 1.54869)  -0.05
C (-4.75124, 0.78742, 2.62252)  -0.05
C (-4.08715, -0.28794, 3.20454)  -0.06
C (-2.86852, -0.63863, 2.66423)  -0.16
N (-2.31339, -0.01648, 1.62968)  -0.04
Si (-2.21390, 3.52916, 0.06738)  0.40
C (-3.75683, 4.63471, 0.17822)  -0.20
C (-1.28935, 4.38842, -1.34833)  -0.19
C (-1.39178, 3.85442, 1.75827)  -0.18
C (-3.81256, -0.91461, -2.60889)  -0.52
C (-3.40573, -1.90805, -1.55239)  -0.40
C (-4.13083, -3.08983, -1.32815)  -0.05
C (-3.74182, -3.99432, -0.36920)  -0.04
C (-2.62253, -3.72124, 0.40255)  -0.05
C (-1.97301, -2.53525, 0.14634)  -0.17
N (-2.32131, -1.65361, -0.80053)  0.08
Si (-5.70307, -0.97871, -2.96663)  0.49
C (-6.21165, -2.59354, -3.85019)  -0.19
C (-6.71142, -0.95391, -1.37277)  -0.16
C (-6.20932, 0.43555, -4.11438)  -0.19
Si (-2.88199, -1.34747, -4.25768)  0.46
C (-3.95157, -1.33609, -5.80522)  -0.18
C (-1.52316, -0.13205, -4.73771)  -0.23
C (-2.17166, -3.09338, -4.13025)  -0.16
H (-4.94285, 3.02253, -1.41822)  -0.02
H (-5.44737, 1.47496, -0.74516)  -0.01
H (-5.73729, 1.84657, -2.44873)  -0.04
H (-4.69398, 2.25870, 1.08861)  0.08
H (-5.70652, 1.11440, 3.00689)  0.11
H (-4.49685, -0.82602, 4.04614)  0.10
H (-2.30006, -1.46639, 3.07992)  0.10
H (-4.26069, 4.79308, -0.77233)  0.02
H (-3.38479, 5.61161, 0.49678)  0.04
H (-4.49774, 4.32740, 0.91124)  0.02
H (-1.63468, 4.02535, -2.31619)  0.01
H (-0.21244, 4.29666, -1.33726)  0.00
H (-1.51622, 5.45192, -1.30863)  0.03
H (-2.16506, 3.99244, 2.51197)  0.03
H (-0.78977, 4.76250, 1.75508)  0.03
H (-0.76011, 3.02927, 2.09079)  0.00
H (-5.00414, -3.30140, -1.91025)  0.08
H (-4.31590, -4.89704, -0.21337)  0.12
H (-2.28543, -4.38512, 1.18381)  0.10
H (-1.12981, -2.22315, 0.75470)  0.07
H (-6.82480, -3.20840, -3.19377)  0.03
H (-5.38661, -3.20813, -4.19528)  0.01
H (-6.81840, -2.35826, -4.72352)  0.04
H (-6.18236, -1.44263, -0.55632)  0.03
H (-7.64137, -1.49833, -1.53066)  0.04
H (-6.96989, 0.04712, -1.04830)  0.02
H (-6.44948, 0.05532, -5.10214)  0.03
H (-5.43564, 1.19124, -4.23364)  0.02
H (-7.09754, 0.93642, -3.73381)  0.04
H (-4.31091, -0.34298, -6.05242)  0.03
H (-4.79795, -2.01250, -5.78514)  0.01
H (-3.30129, -1.65361, -6.62172)  0.04
H (-1.97041, 0.73780, -5.21448)  0.03
H (-0.87193, -0.61296, -5.46890)  0.04
H (-0.93119, 0.23927, -3.91501)  -0.03
H (-2.97150, -3.82970, -4.11479)  0.03
H (-1.56401, -3.27736, -3.24954)  0.01
H (-1.56461, -3.29537, -5.01142)  0.04
C (3.04297, -2.23554, 4.61517)  -0.08
N (1.92367, -1.84800, 3.76673)  -0.28
C (0.74514, -2.66716, 3.99544)  -0.10
P (1.66730, -0.27374, 3.34553)  0.50
O (0.63081, -0.17811, 2.29588)  -0.41
O (3.11607, 0.23761, 2.92966)  -0.26
P (3.97079, -0.09561, 1.58773)  0.51
O (3.23650, -0.79963, 0.52973)  -0.26
N (4.42170, 1.43996, 1.18327)  -0.29
C (4.73718, 2.49301, 2.12876)  -0.10
C (5.11412, 1.57787, -0.08785)  -0.08
N (5.20289, -1.02315, 2.18098)  -0.30
C (5.76248, -2.09767, 1.38336)  -0.09
C (6.12992, -0.45318, 3.13983)  -0.10
N (1.29301, 0.76580, 4.56718)  -0.28
C (-0.10525, 1.00131, 4.90127)  -0.08
C (2.19280, 0.95804, 5.69266)  -0.09
H (3.35458, -3.24715, 4.34834)  0.10
H (2.76685, -2.22658, 5.67448)  0.09
H (3.88886, -1.57309, 4.45647)  0.06
H (0.99771, -3.70926, 3.80045)  0.09
H (-0.05179, -2.36843, 3.32029)  0.06
H (0.39515, -2.58701, 5.02982)  0.10
H (4.19634, 2.34568, 3.06015)  0.08
H (4.42826, 3.45223, 1.70690)  0.08
H (5.81128, 2.54466, 2.33717)  0.09
H (6.20173, 1.58258, 0.04220)  0.09
H (4.82205, 2.51956, -0.55672)  0.09
H (4.83617, 0.76377, -0.75241)  0.08
H (5.04256, -2.40208, 0.62883)  0.07
H (5.98578, -2.95034, 2.02771)  0.09
H (6.68897, -1.78373, 0.89228)  0.09
H (5.63633, 0.29881, 3.75177)  0.07
H (6.99366, 0.00975, 2.64912)  0.09
H (6.49624, -1.23846, 3.80498)  0.09
H (-0.73612, 0.80364, 4.03917)  0.06
H (-0.22922, 2.04719, 5.18650)  0.09
H (-0.42278, 0.37225, 5.73828)  0.09
H (3.21865, 0.72919, 5.41008)  0.07
H (1.91100, 0.32912, 6.54373)  0.09
H (2.15319, 2.00250, 6.01092)  0.09

Values from the calculation:
total energy	-126981.608	eV
energy above the lowest of the compared OMol25 structures with the same formula, charge and spin	22.36	kcal per mole
net charge	+1

=====

Entry 3:
Density functional theory data (ωB97M-V with the def2-TZVPD basis set) for a cluster of 5 separate species, C36H76N2O6 in total.

Each line ends with the Löwdin charge.
Atoms and positions in Å:
C (7.59531, -4.66373, 1.51259)  -0.11
O (6.66527, -3.80639, 0.88001)  -0.20
C (7.25080, -2.58873, 0.44192)  -0.25
C (6.17727, -1.57725, 0.09026)  -0.18
C (5.10504, -1.41701, 1.16472)  -0.20
C (3.97099, -0.46029, 0.73563)  -0.20
C (2.57697, -0.86536, 1.23584)  -0.20
C (1.92525, 0.17501, 2.16728)  -0.20
C (0.77197, -0.39174, 3.01148)  -0.20
C (-0.54595, 0.38603, 2.88412)  -0.19
C (-1.41717, -0.04165, 1.67531)  -0.19
C (-2.90234, -0.15865, 2.03994)  -0.18
C (-3.24453, -1.51091, 2.69668)  -0.14
C (-4.37976, -2.32517, 2.03075)  -0.42
C (-5.66732, -1.71560, 2.38480)  -0.19
N (-6.67307, -1.23642, 2.65863)  0.20
C (-4.28988, -3.78730, 2.60564)  -0.10
C (-5.55795, -4.46229, 2.87770)  -0.23
N (-6.53385, -5.01320, 3.10882)  0.17
C (-4.23112, -2.37381, 0.50018)  -0.15
C (-5.21609, -3.30974, -0.21107)  -0.18
C (-5.26947, -3.04979, -1.72432)  -0.18
C (-3.91326, -2.99558, -2.42405)  -0.25
O (-3.37971, -1.66314, -2.47918)  -0.08
H (7.69545, -4.40606, 2.57212)  0.09
H (7.22269, -5.68280, 1.42206)  0.08
H (8.57739, -4.60288, 1.03325)  0.08
H (7.86850, -2.79433, -0.44293)  0.12
H (7.91553, -2.19670, 1.22321)  0.12
H (6.68507, -0.62545, -0.09236)  0.11
H (5.68952, -1.86589, -0.84520)  0.12
H (4.67827, -2.40124, 1.35804)  0.10
H (5.54948, -1.05215, 2.09484)  0.12
H (3.98307, -0.37380, -0.35382)  0.10
H (4.19044, 0.54483, 1.10671)  0.10
H (1.90723, -1.01995, 0.38595)  0.11
H (2.63605, -1.80917, 1.78387)  0.10
H (2.70909, 0.59035, 2.80692)  0.11
H (1.56873, 1.00608, 1.55433)  0.09
H (0.59350, -1.42051, 2.68185)  0.10
H (1.06164, -0.44746, 4.06225)  0.11
H (-0.32810, 1.45061, 2.78084)  0.11
H (-1.13352, 0.24784, 3.79575)  0.11
H (-1.05072, -1.01308, 1.32781)  0.10
H (-1.29632, 0.65881, 0.84691)  0.10
H (-3.12940, 0.63548, 2.75486)  0.10
H (-3.51612, 0.05009, 1.16574)  0.10
H (-2.35295, -2.14226, 2.73428)  0.12
H (-3.53550, -1.33113, 3.73463)  0.13
H (-3.73617, -4.41140, 1.90274)  0.13
H (-3.72215, -3.77506, 3.53837)  0.13
H (-3.19917, -2.68756, 0.30421)  0.13
H (-4.37132, -1.37985, 0.07732)  0.12
H (-6.21266, -3.09409, 0.18482)  0.12
H (-4.98299, -4.36049, -0.03142)  0.11
H (-5.81604, -2.12335, -1.91154)  0.11
H (-5.84393, -3.85780, -2.18501)  0.11
H (-3.20944, -3.65502, -1.90705)  0.12
H (-4.01572, -3.33008, -3.45659)  0.11
H (-2.64821, -1.59412, -1.85670)  0.07
C (-8.30491, 0.20305, -3.23410)  -0.08
C (-8.59911, -1.18279, -3.78482)  -0.28
O (-8.86689, -2.15030, -2.78732)  -0.17
C (-10.00132, -1.90274, -1.97557)  -0.28
C (-11.31146, -1.86802, -2.74475)  -0.08
H (-7.53203, 0.15091, -2.46581)  0.08
H (-7.95733, 0.85654, -4.03475)  0.08
H (-9.18927, 0.66388, -2.79142)  0.07
H (-7.72342, -1.55901, -4.31494)  0.12
H (-9.41818, -1.14093, -4.51205)  0.11
H (-9.86920, -0.97953, -1.40033)  0.11
H (-10.01824, -2.72267, -1.25770)  0.12
H (-11.38214, -0.99445, -3.39494)  0.07
H (-12.15017, -1.83003, -2.04926)  0.08
H (-11.41175, -2.75952, -3.36515)  0.08
C (-1.90009, 6.04412, 1.26745)  -0.07
C (-2.12063, 4.69449, 0.60547)  -0.28
O (-2.41656, 3.65484, 1.51673)  -0.17
C (-3.62123, 3.82115, 2.24038)  -0.28
C (-4.86096, 3.84077, 1.36276)  -0.07
H (-1.17732, 5.95473, 2.07960)  0.08
H (-1.52136, 6.76100, 0.53807)  0.08
H (-2.82381, 6.45124, 1.68191)  0.07
H (-1.20451, 4.37826, 0.10850)  0.09
H (-2.89439, 4.76478, -0.16879)  0.11
H (-3.58096, 4.71472, 2.87423)  0.11
H (-3.66352, 2.96104, 2.90957)  0.11
H (-4.91844, 4.74707, 0.75714)  0.07
H (-5.75730, 3.79889, 1.98166)  0.08
H (-4.86228, 2.98399, 0.68735)  0.08
C (10.11483, 1.78619, -2.98810)  -0.08
C (9.69484, 1.22320, -1.64044)  -0.28
O (9.48924, -0.17744, -1.64284)  -0.17
C (10.62262, -0.96623, -1.95501)  -0.28
C (11.76917, -0.81309, -0.96934)  -0.08
H (9.43022, 1.45276, -3.76891)  0.08
H (10.10501, 2.87600, -2.95629)  0.08
H (11.12243, 1.47361, -3.26642)  0.07
H (8.73378, 1.64822, -1.34922)  0.12
H (10.41628, 1.50578, -0.86514)  0.11
H (10.96446, -0.76311, -2.97623)  0.11
H (10.26201, -1.99519, -1.94066)  0.11
H (12.23424, 0.17196, -1.03151)  0.07
H (12.54053, -1.55530, -1.17637)  0.08
H (11.41323, -0.95421, 0.05212)  0.08
C (0.93771, 3.92428, -2.00319)  -0.07
C (1.25584, 3.36135, -0.62717)  -0.29
O (2.39265, 2.51999, -0.60688)  -0.17
C (3.61150, 3.14276, -0.97202)  -0.28
C (4.02404, 4.27387, -0.04465)  -0.07
H (0.89656, 3.12166, -2.74043)  0.09
H (-0.02608, 4.43447, -1.98789)  0.07
H (1.68681, 4.64599, -2.33276)  0.07
H (0.42815, 2.73514, -0.28895)  0.11
H (1.36090, 4.17008, 0.10626)  0.11
H (3.56981, 3.49283, -2.00991)  0.11
H (4.35631, 2.34880, -0.93566)  0.11
H (3.36474, 5.13882, -0.13411)  0.07
H (5.03491, 4.60380, -0.28592)  0.08
H (4.00341, 3.93990, 0.99376)  0.08

Values from the calculation:
total energy	-53826.852	eV